# 1
DFT (ωB97M-V/def2-TZVPD) results for C11H10AlClNS as an isolated structure.

Geometry (Å):
1 C -3.1165 -1.0549 0.2417
2 C -2.1880 -1.3559 -0.8683
3 C -1.3368 -0.2048 -1.0390
4 H -2.3322 -2.0960 -1.6603
5 C -1.7801 0.8160 -0.1820
6 C -2.8952 0.3485 0.5765
7 H -3.6037 0.9903 1.1286
8 H -3.9778 -1.6542 0.5548
9 H -0.5546 -0.1437 -1.8100
10 H -1.3239 1.8208 -0.1771
11 Al -1.3112 -1.5171 1.0365
12 Cl -0.8835 -3.5652 1.0194
13 C 3.1188 0.6422 0.2445
14 C 2.2898 1.7108 -0.2486
15 C 1.8720 1.3583 -1.5718
16 H 2.1412 2.6924 0.2051
17 C 2.3856 0.0612 -1.8737
18 C 3.1197 -0.4156 -0.7309
19 H 3.5397 -1.4157 -0.5939
20 H 3.6215 0.5991 1.2132
21 H 1.2940 1.9980 -2.2392
22 H 2.1781 -0.5017 -2.7787
23 S 0.6622 1.1165 4.1264
24 C -0.1695 0.2552 3.0970
25 N -0.7496 -0.4843 2.3299

Calculated values
total energy = -43016.4570 eV
ΔE to the lowest compared entry with this formula, charge and spin = 25.0 kcal/mol
net charge = -1
highest occupied orbital energy = -2.7 eV
LUMO = 2.6785 eV
multiplicity = 1
HOMO-LUMO gap = 5.4 eV

And the natural (NBO) charges, in e, turn out to be: -0.5861 -0.4277 -0.2759 0.2601 -0.2915 -0.2421 0.2342 0.2562 0.2838 0.2544 1.7552 -0.5369 -0.3609 -0.3744 -0.3848 0.1807 -0.3817 -0.3695 0.1820 0.1824 0.1758 0.1751 -0.0569 0.2791 -0.9306

***

# 2
DFT (ωB97M-V/def2-TZVPD) results for C36H37BKN7OS5 as an isolated structure.

Geometry (Å):
1 K 0.8018 -0.9593 0.0516
2 C -2.7840 1.6924 1.4103
3 C -1.8971 0.4709 1.5509
4 N -0.6235 0.6147 1.6845
5 N -0.2741 1.9575 1.8892
6 C 0.8423 2.4258 1.4527
7 S 2.0939 1.8433 0.4292
8 S 1.0652 4.1455 2.0636
9 C 2.3183 3.7664 3.3224
10 C 1.7371 3.1920 4.5776
11 C 1.4112 4.0051 5.6585
12 C 0.8416 3.4701 6.8044
13 C 0.5861 2.1074 6.8814
14 C 0.9074 1.2881 5.8079
15 C 1.4818 1.8273 4.6674
16 C -2.5960 -0.8448 1.5825
17 C -3.7707 -0.8845 2.3360
18 C -4.5816 -2.0028 2.4289
19 C -4.2187 -3.1327 1.6919
20 C -3.0775 -3.1351 0.9287
21 C -2.1818 -2.0171 0.8525
22 O -1.1312 -2.0698 0.1497
23 H -2.3883 2.3541 0.6385
24 H -2.7734 2.2775 2.3326
25 H -3.8032 1.4090 1.1582
26 H 2.8505 4.6977 3.5259
27 H 3.0141 3.0703 2.8480
28 H 1.5978 5.0713 5.5933
29 H 0.5928 4.1183 7.6368
30 H 0.1362 1.6859 7.7721
31 H 0.7034 0.2258 5.8489
32 H 1.7116 1.1885 3.8251
33 H -4.0531 0.0054 2.8907
34 H -5.4704 -1.9936 3.0467
35 H -4.8445 -4.0207 1.7190
36 H -2.7955 -4.0125 0.3614
37 C 3.5704 -0.9112 2.6371
38 N 3.8347 -1.6929 1.4544
39 C 4.2747 -1.1908 0.2420
40 C 4.2637 -2.2234 -0.6260
41 N 3.8109 -3.3510 0.0210
42 B 3.4103 -4.6373 -0.7940
43 N 1.8851 -4.5432 -1.1568
44 C 0.9214 -5.2215 -0.4435
45 C -0.2899 -4.8846 -0.9380
46 N -0.0609 -3.9942 -1.9697
47 C -1.0930 -3.2837 -2.6956
48 C 1.2692 -3.7759 -2.0856
49 S 1.9680 -2.6814 -3.2005
50 C 3.5565 -3.0281 1.3248
51 S 2.9541 -4.0027 2.5761
52 H 4.0662 0.0523 2.5348
53 H 3.9293 -1.4482 3.5142
54 H 2.4984 -0.7441 2.7538
55 H 4.5181 -0.1535 0.1000
56 H 4.4959 -2.2549 -1.6733
57 H 3.5468 -5.6225 -0.1126
58 H 4.0755 -4.6440 -1.8035
59 H 1.1983 -5.8499 0.3824
60 H -1.2810 -5.1534 -0.6310
61 H -1.8560 -3.9920 -3.0260
62 H -0.6295 -2.8103 -3.5589
63 H -1.5354 -2.5276 -2.0501
64 N -0.7359 0.3857 -1.5800
65 S -0.1155 0.8865 -2.9138
66 C -0.1690 2.6958 -2.9822
67 C 0.0300 3.4007 -4.1628
68 C 0.0505 4.7856 -4.1302
69 C -0.1147 5.4575 -2.9228
70 C -0.2955 4.7440 -1.7489
71 C -0.3210 3.3546 -1.7749
72 C -1.2449 0.5713 -4.2807
73 C -2.4974 1.1674 -4.3567
74 C -3.3653 0.7993 -5.3706
75 C -2.9816 -0.1626 -6.2999
76 C -1.7356 -0.7631 -6.2094
77 C -0.8606 -0.3997 -5.1918
78 H -1.6849 0.7120 -1.4035
79 H 0.1601 2.8726 -5.0999
80 H 0.1975 5.3437 -5.0473
81 H -0.0901 6.5401 -2.9006
82 H -0.3937 5.2581 -0.8012
83 H -0.4253 2.7757 -0.8662
84 H -2.7863 1.9140 -3.6264
85 H -4.3442 1.2575 -5.4358
86 H -3.6645 -0.4504 -7.0899
87 H -1.4448 -1.5266 -6.9191
88 H 0.1024 -0.8877 -5.0798

Calculated values
total energy = -121592.1520 eV
ΔE to the lowest compared entry with this formula, charge and spin = 29.0 kcal/mol
net charge = -2
highest occupied orbital energy = -1.9 eV
LUMO = 3.7855 eV
multiplicity = 1
HOMO-LUMO gap = 5.7 eV

And the Löwdin charges, in e, turn out to be: 0.5559 -0.0539 -0.2941 0.0185 -0.1027 -1.1504 0.4437 0.7777 -0.4703 -0.2939 -0.0650 -0.1110 -0.1129 -0.0724 -0.0352 -0.1114 -0.0948 -0.1519 -0.1417 -0.0324 -0.3976 -0.2734 0.0589 0.0807 0.0666 0.0651 0.0466 0.1031 0.0883 0.0894 0.1056 0.0937 0.0993 0.0713 0.0835 0.0763 -0.0799 -0.1458 -0.0985 -0.1178 -0.0030 -0.4779 0.0003 -0.0760 -0.0678 -0.1236 -0.0477 -0.7619 0.5196 -0.7913 0.4825 0.0801 0.0640 0.0709 0.0953 0.0829 0.0525 0.0562 0.1004 0.0954 0.0863 0.0236 0.0725 -0.3697 0.9871 -0.3735 -0.0924 -0.0995 -0.0988 -0.0650 -0.0876 -0.3816 -0.0771 -0.0880 -0.0994 -0.0814 -0.0894 0.0186 0.1084 0.0935 0.0933 0.0985 0.0610 0.1164 0.0974 0.0938 0.1018 0.0831

***

# 3
DFT (ωB97M-V/def2-TZVPD) results for an isolated ion of composition C12H19IN and charge +1.

Geometry (Å):
1 C 0.3879 -2.1824 -3.4961
2 C 0.4629 -1.4653 -2.1332
3 C -0.3858 -0.4330 -1.8381
4 C -0.2415 0.3113 -0.6184
5 C 0.5334 -0.2403 0.3877
6 C 1.4115 -1.4776 0.1993
7 C 1.6568 -1.8848 -1.2215
8 C 0.3627 0.5388 1.5783
9 N 0.4987 -0.2022 2.9848
10 I 2.2221 2.1492 1.9078
11 C -0.8913 1.4095 1.4074
12 C -2.1127 0.7644 2.1653
13 C -1.1420 1.4709 -0.1797
14 C -0.5822 2.6979 -0.7916
15 H -0.5823 -2.0831 -4.0521
16 H 0.7503 -3.2450 -3.4418
17 H 1.0018 -1.7211 -4.1975
18 H -1.0244 -0.0638 -2.6268
19 H 2.2865 -1.2698 0.9092
20 H 0.9423 -2.3919 0.7914
21 H 1.8037 -2.9815 -1.2800
22 H 2.5795 -1.3514 -1.4494
23 H 1.3984 -0.7415 2.8793
24 H -0.2733 -0.7011 3.2773
25 H 0.4957 0.6510 3.6149
26 H -0.7060 2.4381 1.8107
27 H -2.8895 0.6275 1.4176
28 H -2.5357 1.3755 3.0268
29 H -1.8607 -0.2102 2.4309
30 H -2.1602 1.3541 -0.6225
31 H 0.5536 2.6918 -0.5682
32 H -1.0750 3.5539 -0.4879
33 H -0.8850 2.6119 -1.7839

Calculated values
total energy = -22334.1508 eV
ΔE to the lowest compared entry with this formula, charge and spin = 0.0 kcal/mol
net charge = +1
highest occupied orbital energy = -11.4 eV
LUMO = -4.5451 eV
multiplicity = 1
HOMO-LUMO gap = 6.9 eV
SMILES = CC1=CC2=C(CC1)[C@@]([NH3+])(I)[C@H](C)[C@H]2C

And the natural (NBO) charges, in e, turn out to be: -0.6683 0.1990 -0.3210 0.1736 -0.2192 -0.4104 -0.4699 0.2643 -0.7529 -0.0825 -0.3083 -0.6183 -0.2354 -0.5982 0.2406 0.2330 0.2430 0.2325 0.2182 0.2096 0.2432 0.2478 0.4682 0.4268 0.4683 0.2494 0.2436 0.2460 0.1736 0.2413 0.2191 0.2245 0.2188

***

# 4
DFT (ωB97M-V/def2-TZVPD) results for an isolated ion of composition C7H9N4S and charge +1.

Geometry (Å):
1 C -2.6542 0.9104 0.0729
2 C -3.6282 0.2810 -0.6100
3 C -1.3218 -0.6012 -0.8596
4 C 1.5105 -0.8139 1.3619
5 C 0.9486 -0.2279 -1.0541
6 C 1.0223 0.2764 0.3902
7 C -0.3483 0.7005 0.8980
8 N 0.4547 -0.9709 2.2916
9 N -0.5535 -0.3419 2.1261
10 N -1.4105 0.3953 -0.0101
11 N -0.1805 -1.1226 -1.2351
12 S -2.9304 -1.0583 -1.4813
13 H -2.5050 1.6207 0.8760
14 H -4.6800 0.4667 -0.7179
15 H 1.6446 -1.6925 0.8492
16 H 2.4145 -0.5792 1.7560
17 H 0.6950 0.5852 -1.6492
18 H 1.7953 -0.6613 -1.5194
19 H 1.7433 1.1004 0.4927
20 H -0.4612 1.6702 1.3115
21 H -0.2378 -1.7318 -1.9229

Calculated values
total energy = -24191.7647 eV
ΔE to the lowest compared entry with this formula, charge and spin = 30.5 kcal/mol
net charge = +1
highest occupied orbital energy = -12.7 eV
LUMO = -3.4618 eV
multiplicity = 1
HOMO-LUMO gap = 9.3 eV

And the natural (NBO) charges, in e, turn out to be: -0.0073 -0.3907 0.3565 -0.2825 -0.2149 -0.2826 0.0127 -0.0509 -0.0713 -0.3653 -0.5390 0.4777 0.2453 0.2864 0.2255 0.2389 0.2011 0.2454 0.2621 0.2400 0.4131

***

# 5
DFT (ωB97M-V/def2-TZVPD) results for the molecule C2H9N4P.

Geometry (Å):
1 C -2.0350 1.2183 -0.0039
2 N -1.5558 0.4151 -0.8212
3 P 0.1939 -0.6686 -0.0080
4 N -0.0836 -1.7123 1.2591
5 N 0.3520 -1.8673 -1.2575
6 N 1.2374 0.2919 0.6642
7 C 1.7558 1.4333 0.0274
8 H -2.8775 1.8768 -0.4020
9 H -1.8588 1.3246 1.0713
10 H -0.0808 -1.1507 2.1139
11 H -0.8420 -2.4384 1.1674
12 H -0.4911 -2.4245 -1.1767
13 H 0.2122 -1.6424 -2.2444
14 H 1.1660 2.3467 0.0329
15 H 2.1057 1.3126 -0.9946
16 H 2.8017 1.6849 0.5720

Calculated values
total energy = -17467.2617 eV
ΔE to the lowest compared entry with this formula, charge and spin = 44.4 kcal/mol
highest occupied orbital energy = -8.2 eV
LUMO = 0.6835 eV
multiplicity = 1
HOMO-LUMO gap = 8.9 eV
SMILES = C=NP(N)(N)=NC

And the natural (NBO) charges, in e, turn out to be: -0.0916 -0.6205 2.0150 -1.1634 -1.1440 -1.0311 -0.4137 0.1542 0.1551 0.4211 0.4016 0.3782 0.4042 0.1805 0.1740 0.1805

***

# 6
DFT (ωB97M-V/def2-TZVPD) results for a 3-piece molecular cluster, C4H8O overall.

Geometry (Å):
1 C -0.5435 0.9479 -0.9630
2 C -1.0914 -0.2060 -1.1563
3 C -1.4292 0.4575 0.1457
4 H 0.0833 1.7503 -1.3196
5 H -1.2483 -1.0721 -1.7796
6 H -0.9815 0.0745 1.0687
7 H -2.4188 0.9017 0.2839
8 H 0.1491 -2.1050 0.7712
9 H -0.4336 -2.3526 0.3798
10 C 1.9776 0.4056 0.6371
11 O 1.9313 -0.5433 1.3785
12 H 2.4686 0.3568 -0.3542
13 H 1.5364 1.3847 0.9077

Calculated values
total energy = -6320.5558 eV
ΔE to the lowest compared entry with this formula, charge and spin = 106.4 kcal/mol
highest occupied orbital energy = -9.7 eV
LUMO = 0.7501 eV
multiplicity = 1
HOMO-LUMO gap = 10.4 eV
SMILES = C1=CC1.[H][H].C=O

And the natural (NBO) charges, in e, turn out to be: -0.2140 -0.1650 -0.4328 0.2227 0.2281 0.1851 0.1797 0.0203 -0.0218 0.2797 -0.5051 0.1111 0.1119